[1]
Here is C41H48N6O2S2Sc as an isolated structure from the Open Molecules 2025 dataset. Energies are from ωB97M-V/def2-TZVPD.

XYZ file:
```
100
Properties=species:S:1:pos:R:3:lowdin_charge:R:1
Sc -0.150 -0.242 -0.986 1.11
O -1.230 -3.934 -2.781 0.06
C -1.020 -3.016 -2.006 -0.47
N -0.070 -2.043 -2.106 -0.09
C 0.777 -2.155 -3.279 -0.16
C 0.652 -0.959 -4.187 -0.26
C 1.409 -0.871 -5.352 -0.01
C 1.179 0.171 -6.226 -0.04
C 0.189 1.102 -5.916 -0.05
C -0.479 0.958 -4.722 -0.14
N -0.240 -0.034 -3.850 0.10
C -1.863 -2.921 -0.763 -0.20
C -2.576 -4.020 -0.324 0.01
C -3.264 -3.919 0.873 -0.02
C -3.231 -2.716 1.571 -0.02
C -2.513 -1.665 1.041 -0.11
N -1.846 -1.762 -0.108 0.05
H 1.823 -2.298 -3.002 0.10
H 0.480 -3.030 -3.848 0.13
H 2.149 -1.634 -5.569 0.13
H 1.747 0.254 -7.145 0.11
H -0.053 1.918 -6.585 0.11
H -1.239 1.678 -4.435 0.10
H -2.559 -4.922 -0.921 0.13
H -3.809 -4.768 1.267 0.12
H -3.739 -2.595 2.520 0.12
H -2.435 -0.717 1.565 0.11
C 3.292 -2.277 -0.600 -0.06
C 3.342 -0.882 -1.141 -0.60
N 2.329 -0.098 -1.440 0.05
C 2.773 1.110 -1.965 -0.32
C 4.114 1.248 -2.022 -0.33
S 4.859 -0.164 -1.443 1.14
C 1.820 2.137 -2.405 -0.33
C 2.156 3.246 -3.102 -0.32
S 0.784 4.219 -3.318 1.13
C -0.179 3.094 -2.475 -0.64
N 0.482 2.041 -2.062 0.02
C -1.629 3.397 -2.256 -0.06
H 2.460 -2.828 -1.035 0.06
H 3.148 -2.265 0.480 0.09
H 4.220 -2.804 -0.826 0.09
H 4.689 2.099 -2.356 0.09
H 3.124 3.528 -3.494 0.09
H -1.946 4.232 -2.878 0.09
H -1.802 3.666 -1.211 0.08
H -2.235 2.534 -2.501 0.06
C 0.956 -2.849 5.289 -0.05
C 0.878 -2.748 3.782 -0.26
C 0.992 -3.880 2.988 -0.02
C 0.897 -3.764 1.603 -0.26
C 0.996 -4.978 0.708 -0.02
C 0.706 -2.510 1.051 -0.08
C 0.604 -1.330 1.799 -0.27
C 0.682 -1.495 3.192 0.00
N 0.373 -0.128 1.099 -0.03
C 0.406 1.138 1.856 -0.45
C 0.136 2.279 0.881 -0.13
C 0.112 3.657 1.547 -0.27
C 1.481 3.924 2.176 -0.11
C 1.787 2.810 3.181 -0.27
C 0.710 2.796 4.275 -0.10
C -0.673 2.570 3.648 -0.27
C -0.964 3.682 2.636 -0.11
C -0.690 1.215 2.931 -0.08
C 1.795 1.456 2.459 -0.07
H 1.134 -3.877 5.610 0.07
H 0.027 -2.509 5.756 0.08
H 1.764 -2.229 5.685 0.08
H 1.147 -4.854 3.445 0.11
H 1.279 -5.864 1.277 0.08
H 1.738 -4.838 -0.085 0.07
H 0.042 -5.188 0.214 0.07
H 0.644 -2.439 -0.027 0.06
H 0.575 -0.659 3.867 0.09
H -0.825 2.102 0.378 0.09
H 0.926 2.266 0.134 0.10
H -0.101 4.420 0.790 0.14
H 1.487 4.903 2.668 0.12
H 2.253 3.946 1.399 0.12
H 2.766 2.983 3.633 0.14
H 0.722 3.745 4.818 0.12
H 0.925 2.006 5.003 0.12
H -1.438 2.572 4.427 0.14
H -0.969 4.657 3.134 0.12
H -1.960 3.540 2.196 0.11
H -1.656 1.064 2.435 0.10
H -0.591 0.413 3.662 0.10
H 2.130 0.681 3.142 0.11
H 2.516 1.474 1.633 0.12
C -3.871 1.758 0.071 0.02
C -3.396 0.805 -0.975 -0.46
C -4.372 0.042 -1.811 0.03
O -2.205 0.630 -1.167 -0.07
H -4.849 1.472 0.462 0.10
H -3.979 2.740 -0.406 0.11
H -3.140 1.854 0.871 0.07
H -5.365 0.486 -1.799 0.09
H -4.434 -0.968 -1.384 0.11
H -3.999 -0.067 -2.830 0.10
```

Computed properties:
Total charge ... +1
LUMO level ... -2.377 eV
Kohn-Sham gap ... 6.89 eV

***

[2]
Here is C41H49BBiI3N8O3S3 as an isolated structure from the Open Molecules 2025 dataset. Energies are from ωB97M-V/def2-TZVPD.

XYZ file:
```
109
Properties=species:S:1:pos:R:3:lowdin_charge:R:1
Bi 0.252 0.030 1.011 1.71
I -4.141 0.831 7.736 0.82
C -3.059 0.979 5.947 -0.75
C -3.148 2.128 5.177 -0.24
C -2.428 2.190 4.000 -0.62
I -2.606 3.899 2.804 0.90
C -1.585 1.145 3.539 -0.42
O -0.980 1.283 2.384 -0.42
C -1.521 -0.007 4.360 -0.15
C -0.610 -1.170 4.053 -0.15
N -0.790 -1.731 2.708 -0.13
C -2.130 -2.235 2.422 -0.15
C -3.014 -1.237 1.706 -0.29
C -4.358 -1.105 2.029 -0.01
C -5.145 -0.239 1.290 -0.05
C -4.572 0.457 0.237 -0.07
C -3.222 0.276 -0.013 -0.13
N -2.453 -0.541 0.714 0.05
C -2.259 -0.069 5.538 -0.13
H -3.770 2.958 5.481 0.08
H -0.778 -1.935 4.816 0.12
H 0.431 -0.855 4.134 0.11
H -0.080 -2.431 2.531 0.10
H -2.633 -2.560 3.337 0.13
H -2.033 -3.104 1.768 0.10
H -4.773 -1.668 2.856 0.12
H -6.191 -0.101 1.536 0.11
H -5.148 1.146 -0.368 0.11
H -2.725 0.813 -0.813 0.09
H -2.199 -0.965 6.145 0.10
C 5.390 -3.035 -2.725 -0.06
C 4.771 -1.945 -1.855 -0.55
C 5.724 -0.750 -1.827 -0.04
C 4.533 -2.513 -0.454 -0.04
N 3.458 -1.540 -2.448 0.01
C 2.896 -2.110 -3.589 -0.04
C 1.662 -1.598 -3.731 -0.05
N 1.461 -0.699 -2.703 0.05
B 0.138 -0.033 -2.280 -0.74
N 0.136 1.459 -2.672 0.06
C 0.352 1.964 -3.941 -0.04
C 0.337 3.305 -3.861 -0.03
N 0.128 3.639 -2.527 0.01
C -0.001 2.488 -1.812 -0.60
S -0.371 2.400 -0.132 0.66
C 0.018 5.050 -2.021 -0.54
C 0.288 6.006 -3.181 -0.06
C 1.064 5.314 -0.933 -0.04
C -1.404 5.285 -1.507 -0.04
N -1.094 -0.801 -2.787 0.04
C -2.039 -0.387 -3.710 -0.05
C -3.109 -1.183 -3.587 -0.06
N -2.851 -2.092 -2.562 0.01
C -1.579 -1.883 -2.087 -0.68
S -0.670 -2.747 -0.945 0.64
C -3.936 -3.033 -2.135 -0.53
C -3.686 -3.682 -0.778 -0.07
C -4.058 -4.119 -3.205 -0.03
C -5.240 -2.233 -2.020 -0.03
C 2.559 -0.664 -1.919 -0.63
S 2.712 0.337 -0.536 0.67
H 6.346 -3.313 -2.284 0.09
H 4.764 -3.929 -2.762 0.09
H 5.580 -2.684 -3.742 0.09
H 6.674 -1.059 -1.385 0.09
H 5.912 -0.391 -2.843 0.09
H 5.315 0.065 -1.235 0.04
H 5.468 -2.929 -0.072 0.09
H 4.183 -1.749 0.238 0.04
H 3.786 -3.309 -0.493 0.10
H 3.403 -2.841 -4.193 0.11
H 0.901 -1.812 -4.464 0.13
H 0.052 -0.080 -1.109 -0.09
H 0.536 1.323 -4.790 0.13
H 0.481 4.034 -4.637 0.11
H 1.280 5.852 -3.612 0.09
H -0.466 5.922 -3.965 0.09
H 0.249 7.020 -2.788 0.09
H 2.054 5.002 -1.275 0.10
H 1.090 6.386 -0.722 0.09
H 0.835 4.786 -0.011 0.05
H -2.131 5.092 -2.301 0.09
H -1.630 4.640 -0.657 0.03
H -1.506 6.326 -1.190 0.09
H -1.877 0.451 -4.369 0.11
H -4.026 -1.179 -4.147 0.12
H -2.816 -4.330 -0.788 0.04
H -3.541 -2.927 -0.003 0.05
H -4.571 -4.275 -0.535 0.09
H -3.135 -4.701 -3.257 0.09
H -4.881 -4.792 -2.956 0.09
H -4.251 -3.686 -4.189 0.08
H -5.102 -1.368 -1.367 0.06
H -5.610 -1.888 -2.986 0.08
H -6.008 -2.874 -1.586 0.09
I 7.624 0.685 6.440 0.84
C 5.955 0.427 5.201 -0.73
C 5.374 1.535 4.600 -0.14
C 4.259 1.359 3.794 -0.01
C 3.741 0.088 3.585 -0.13
C 4.341 -1.014 4.185 -0.01
C 5.451 -0.850 5.003 -0.15
C 2.522 -0.108 2.735 -0.68
O 2.178 -1.254 2.378 -0.10
O 1.862 0.941 2.402 -0.20
H 5.786 2.522 4.762 0.09
H 3.780 2.206 3.321 0.12
H 3.929 -1.997 3.997 0.12
H 5.916 -1.706 5.476 0.09
```

Computed properties:
Total charge ... 0
LUMO level ... 0.382 eV
Kohn-Sham gap ... 7.69 eV

***

[3]
Here is C41H49BClLaN15O6S2 as an isolated structure from the Open Molecules 2025 dataset. Energies are from ωB97M-V/def2-TZVPD.

XYZ file:
```
116
Properties=species:S:1:pos:R:3:lowdin_charge:R:1
La 0.950 -0.243 -0.122 2.05
C -2.602 -3.418 0.264 -0.01
C -1.680 -2.627 -0.479 -0.14
N -1.447 -1.481 0.121 -0.05
N -2.282 -1.430 1.203 0.01
C -3.021 -2.587 1.269 -0.03
B -2.085 -0.503 2.391 -0.63
N -0.801 -0.913 3.199 0.01
C -0.604 -1.624 4.289 -0.08
C 0.728 -2.074 4.348 -0.03
C 1.310 -1.562 3.175 -0.13
N 0.394 -0.833 2.500 -0.05
N -1.885 1.048 2.178 0.01
C -2.391 2.055 2.887 -0.09
C -2.070 3.269 2.299 -0.06
C -1.362 2.907 1.176 -0.17
N -1.266 1.565 1.094 0.00
N -3.458 -0.677 3.099 -0.04
C -4.622 -0.281 2.540 -0.10
C -5.637 -0.834 3.252 -0.09
C -5.033 -1.591 4.200 -0.19
N -3.731 -1.534 4.103 0.07
H -3.008 -4.329 0.019 0.07
H -1.157 -2.840 -1.414 0.08
H -3.603 -2.732 2.186 0.12
H -1.411 -1.690 4.971 0.10
H 1.131 -2.741 5.088 0.09
H 2.320 -1.696 2.806 0.10
H -2.926 1.872 3.807 0.13
H -2.385 4.225 2.570 0.08
H -0.864 3.466 0.357 0.12
H -4.618 0.362 1.691 0.12
H -6.697 -0.848 2.967 0.11
H -5.489 -2.255 4.888 0.10
C -3.216 2.293 -2.342 -0.05
N -2.371 1.608 -3.286 -0.14
C -2.935 1.290 -4.565 -0.06
C -1.169 1.042 -2.892 -0.43
N -0.729 1.134 -1.678 0.03
N -0.517 0.402 -3.883 0.14
C 0.011 -0.940 -3.887 -0.50
N 0.456 -1.330 -5.129 0.14
N -0.073 -1.663 -2.844 0.15
H -4.254 2.197 -2.605 0.08
H -3.017 3.385 -2.255 0.10
H -3.202 1.833 -1.314 0.10
H -2.373 1.759 -5.342 0.08
H -3.962 1.672 -4.715 0.11
H -3.011 0.230 -4.747 0.10
H -1.291 1.728 -1.043 0.00
H -0.929 0.534 -4.768 0.09
H 1.011 -0.526 -5.478 0.12
H 1.135 -2.076 -5.019 0.01
H 0.335 -2.600 -3.068 0.04
C 2.599 4.353 5.298 -0.05
C 1.378 3.713 4.579 -0.51
C 0.091 4.297 5.186 -0.06
C 1.360 2.158 4.852 -0.05
C 1.481 4.019 3.027 -0.12
C 1.630 5.368 2.568 -0.03
C 1.842 5.663 1.260 -0.06
C 1.967 4.628 0.278 -0.42
S 2.546 4.567 -1.373 1.14
C 2.422 2.866 -1.305 -0.55
N 2.023 2.355 -0.168 0.03
C 1.858 3.360 0.719 -0.37
C 1.578 3.047 2.065 0.02
C 2.951 1.908 -2.300 -0.23
C 3.974 2.374 -3.165 -0.03
C 4.733 1.493 -3.961 -0.07
C 4.277 0.233 -4.174 -0.05
C 3.155 -0.149 -3.373 -0.06
C 2.545 0.565 -2.295 0.01
H 2.589 4.044 6.349 0.08
H 2.475 5.432 5.321 0.07
H 3.542 4.069 4.817 0.09
H 0.201 4.159 6.249 0.07
H -0.807 3.767 4.839 0.07
H -0.059 5.374 5.005 0.09
H 1.363 2.024 5.961 0.09
H 2.297 1.686 4.461 0.09
H 0.445 1.609 4.469 0.09
H 1.545 6.213 3.233 0.11
H 1.891 6.711 1.005 0.11
H 1.462 2.025 2.304 0.08
H 4.314 3.398 -3.124 0.09
H 5.646 1.902 -4.404 0.12
H 4.644 -0.508 -4.832 0.11
H 2.777 -1.165 -3.576 0.10
N -4.006 -5.546 -3.146 0.09
C -2.645 -5.516 -3.575 -0.31
C -1.654 -6.337 -2.964 -0.03
C -0.313 -6.106 -3.227 -0.06
C 0.065 -5.019 -4.041 -0.27
C -0.894 -4.300 -4.720 -0.07
C -2.251 -4.519 -4.429 -0.05
S 1.821 -4.564 -3.960 0.46
O 1.894 -3.538 -4.982 -0.36
O 1.989 -4.004 -2.593 -0.37
O 2.566 -5.723 -4.332 -0.29
H -4.569 -5.267 -3.884 0.05
H -4.348 -6.412 -2.744 0.09
H -2.032 -7.159 -2.340 0.11
H 0.482 -6.716 -2.702 0.14
H -0.723 -3.423 -5.278 0.07
H -2.937 -3.823 -4.925 0.11
Cl 5.280 1.571 2.612 0.57
C 5.384 0.007 1.772 -0.50
C 4.101 -0.492 1.274 -0.69
O 4.148 -1.725 1.056 -0.02
O 3.028 0.264 1.178 -0.27
H 5.780 -0.715 2.474 0.08
H 6.130 0.086 0.960 0.10
O 1.846 -2.542 -0.250 -0.22
H 2.812 -2.451 0.021 0.05
H 1.711 -2.987 -1.111 0.00
```

Computed properties:
Multiplicity ... 2
Total charge ... 0
LUMO level (alpha / beta) ... -0.712 / -3.332 eV
Kohn-Sham gap (alpha / beta) ... 7.25 / 4.63 eV

***

[4]
Here is C41H49ClCsIN2O2P2 as an isolated structure from the Open Molecules 2025 dataset. Energies are from ωB97M-V/def2-TZVPD.

XYZ file:
```
99
Properties=species:S:1:pos:R:3:lowdin_charge:R:1
Cs 0.487 0.478 1.259 0.90
C 3.895 -0.529 2.655 -0.23
C 3.102 -0.435 3.815 -0.23
C 2.117 -1.439 3.755 -0.24
C 2.304 -2.160 2.559 -0.27
C 3.402 -1.599 1.877 -0.25
H 4.750 0.094 2.419 0.06
H 3.232 0.278 4.619 0.05
H 1.339 -1.610 4.489 0.07
H 1.687 -2.978 2.205 0.05
H 3.802 -1.935 0.928 0.06
C 3.201 3.889 -1.782 -0.14
C 2.244 2.991 -2.562 -0.57
C 0.845 3.610 -2.593 -0.12
P 2.088 1.279 -1.822 1.04
C 3.809 0.590 -2.031 -0.56
C 3.742 -0.936 -2.106 -0.13
C 4.674 0.985 -0.832 -0.13
C 1.160 0.508 -3.200 -0.33
C 1.682 0.527 -4.493 -0.10
C 0.977 0.123 -5.614 -0.31
C 1.582 0.142 -6.993 -0.09
C -0.341 -0.299 -5.395 -0.07
C -0.890 -0.346 -4.137 -0.05
C -0.155 0.008 -2.960 -0.35
N -0.609 -0.184 -1.705 -0.01
C -1.959 -0.258 -1.451 -0.36
C -2.893 0.642 -2.001 -0.04
C -4.225 0.623 -1.638 -0.06
C -4.702 -0.285 -0.697 -0.31
C -6.136 -0.263 -0.238 -0.08
C -3.790 -1.182 -0.155 -0.07
C -2.447 -1.213 -0.520 -0.30
P -1.183 -2.291 0.256 1.02
C -2.109 -3.501 1.338 -0.57
C -2.682 -2.804 2.573 -0.13
C -3.098 -4.481 0.704 -0.12
C -0.619 -3.477 -1.087 -0.54
C -1.450 -3.469 -2.364 -0.11
C 0.863 -3.260 -1.393 -0.13
H 3.107 4.925 -2.123 0.07
H 4.241 3.589 -1.914 0.05
H 2.975 3.867 -0.713 0.06
H 2.605 2.890 -3.592 0.09
H 0.440 3.696 -1.581 0.06
H 0.153 3.002 -3.177 0.07
H 0.878 4.614 -3.029 0.07
H 4.253 0.980 -2.957 0.10
H 3.228 -1.332 -1.227 0.05
H 4.752 -1.358 -2.112 0.08
H 3.211 -1.284 -2.992 0.06
H 4.255 0.568 0.087 0.05
H 4.758 2.064 -0.699 0.04
H 5.685 0.580 -0.949 0.07
H 2.699 0.890 -4.636 0.10
H 2.601 0.532 -6.960 0.06
H 1.010 0.772 -7.682 0.06
H 1.628 -0.859 -7.434 0.06
H -0.946 -0.611 -6.244 0.10
H -1.910 -0.691 -4.022 0.10
H -2.534 1.383 -2.706 0.11
H -4.907 1.347 -2.075 0.10
H -6.788 0.163 -1.004 0.06
H -6.258 0.341 0.667 0.02
H -6.496 -1.269 -0.010 0.07
H -4.157 -1.873 0.593 0.07
H -1.258 -4.096 1.695 0.09
H -3.528 -2.155 2.340 0.03
H -1.922 -2.182 3.049 0.07
H -3.022 -3.544 3.305 0.07
H -3.450 -5.194 1.457 0.07
H -2.636 -5.053 -0.102 0.05
H -3.974 -3.982 0.290 0.06
H -0.720 -4.460 -0.610 0.08
H -1.334 -2.518 -2.884 0.05
H -2.513 -3.612 -2.165 0.07
H -1.111 -4.261 -3.042 0.07
H 1.014 -2.289 -1.863 0.05
H 1.234 -4.035 -2.073 0.07
H 1.463 -3.284 -0.480 0.06
Cl -2.372 2.790 8.217 0.59
C -2.109 2.409 6.518 -0.63
C -3.168 2.007 5.753 -0.21
C -2.997 1.698 4.403 -0.65
I -4.621 1.047 3.259 0.90
C -1.753 1.776 3.736 -0.51
O -1.553 1.495 2.534 -0.37
C -0.630 2.209 4.594 -0.14
N 0.573 2.270 3.982 0.09
C 1.618 2.628 4.685 -0.16
C 1.548 2.956 6.051 -0.07
C 0.340 2.902 6.687 -0.05
C -0.810 2.515 5.965 -0.19
H -4.148 1.926 6.206 0.08
H 2.569 2.645 4.162 0.10
H 2.448 3.237 6.584 0.09
H 0.252 3.142 7.739 0.08
O -0.271 4.436 1.470 0.05
C 0.661 3.816 1.350 -0.04
```

Computed properties:
Total charge ... -2
LUMO level ... 3.753 eV
Kohn-Sham gap ... 5.20 eV